Entry 1:
Here is 10 unconnected molecules or ions with the total composition C37H54O30 at a distorted geometry from the OMol25 dataset. Energies are from ωB97M-V with the def2-TZVPD basis set.

Cartesian coordinates (Å):
C  7.65540  -0.00782  1.15189
C  8.52395  1.25142  0.93088
O  7.96268  2.17313  1.85141
C  6.84203  1.80211  2.25033
O  5.85608  2.49430  2.51381
O  6.64806  0.54115  2.06636
H  8.30983  -0.78788  1.54089
H  7.25323  -0.28921  0.17865
H  8.40330  1.58022  -0.10132
H  9.48811  0.99442  1.36955
C  0.37710  -0.49869  0.29340
C  1.36047  -1.56105  0.31597
O  0.97849  -2.32658  -0.73900
C  -0.23495  -2.04590  -1.08059
O  -0.79939  -2.46928  -2.08128
O  -0.71439  -1.09008  -0.40299
H  0.68665  0.51738  0.04869
H  0.05011  -0.47751  1.33298
H  1.32326  -2.11968  1.25119
H  2.25588  -0.95268  0.18854
C  -3.37912  -6.89955  5.17546
C  -3.07208  -6.58902  6.58962
O  -2.30290  -5.39355  6.34521
C  -1.85849  -5.40841  5.13714
O  -1.24227  -4.50069  4.66512
O  -2.37977  -6.36447  4.41920
H  -4.26784  -6.40305  4.78589
H  -3.49976  -7.97830  5.07614
H  -2.56111  -7.42380  7.06939
H  -3.89943  -6.33711  7.25302
C  -6.25709  -4.20133  -6.27793
C  -5.14772  -3.89855  -7.25873
C  -3.82339  -4.55701  -6.89184
O  -3.53023  -5.26336  -8.10788
C  -4.51132  -4.92324  -9.01185
O  -4.50966  -5.27970  -10.18317
O  -5.48733  -4.24114  -8.51366
H  -6.48458  -5.25466  -6.44180
H  -7.07565  -3.50949  -6.47647
H  -6.01687  -3.89970  -5.25840
H  -4.90967  -2.83827  -7.34360
H  -3.93847  -5.06065  -5.93205
H  -3.02179  -3.81879  -6.86773
C  -5.55001  -0.45731  0.48926
C  -6.48392  -0.23033  -0.78176
C  -7.52080  0.99536  -0.75268
O  -7.26038  1.62878  -2.04652
C  -6.56343  0.69743  -2.85278
O  -6.51824  0.56730  -4.12971
O  -5.86099  -0.07106  -2.01861
H  -4.94741  -1.34480  0.29606
H  -6.11074  -0.72730  1.38413
H  -4.98140  0.46465  0.61074
H  -6.97682  -1.20251  -0.78635
H  -7.29883  1.60325  0.12441
H  -8.54173  0.61363  -0.74272
C  -2.47427  4.52936  -0.64311
C  -1.83633  5.96268  -0.96893
C  -2.05816  6.95391  0.16134
O  -0.89959  7.68901  0.39430
C  0.12327  6.95511  -0.12427
O  1.28772  7.32199  -0.13811
O  -0.42467  5.89973  -0.76005
H  -2.07307  4.05729  0.25370
H  -2.14889  3.84554  -1.42709
H  -3.53416  4.27761  -0.60625
H  -2.22104  6.13741  -1.97371
H  -2.29423  6.45247  1.09991
H  -2.81314  7.71963  -0.01685
C  0.23196  -1.69118  -8.77768
C  1.50758  -1.15939  -8.07190
C  1.71587  -1.82026  -6.69447
O  2.45293  -2.97106  -6.90393
C  3.02036  -3.02226  -8.13929
O  3.75056  -3.86402  -8.65906
O  2.56740  -1.83231  -8.77509
H  0.09627  -0.98848  -9.59982
H  -0.58071  -1.38590  -8.11856
H  0.22355  -2.71853  -9.14177
H  1.54365  -0.07532  -8.17958
H  0.71869  -1.92879  -6.26792
H  2.19319  -1.05057  -6.08796
C  4.13994  3.41740  -1.83153
C  4.83856  4.09722  -2.94996
C  6.23548  4.76408  -2.78381
O  7.03425  4.29267  -3.88974
C  6.23675  3.38133  -4.51271
O  6.61383  2.72206  -5.50759
O  4.98071  3.21546  -3.99024
H  4.53089  2.48959  -1.41390
H  3.08246  3.26609  -2.04825
H  4.16407  4.04328  -0.93946
H  4.25167  4.84629  -3.48151
H  6.68739  4.38045  -1.86910
H  5.99402  5.82020  -2.66382
C  -2.87657  0.30691  6.99472
C  -2.78276  1.59601  6.36015
C  -2.36444  2.62236  7.40621
O  -1.22620  3.24939  6.87617
C  -0.98911  2.91070  5.55973
O  -0.02936  3.30058  4.88108
O  -1.80242  1.75610  5.35075
H  -2.16918  0.05877  7.78599
H  -3.07194  -0.44633  6.23145
H  -3.86267  0.35745  7.45643
H  -3.70129  1.93620  5.88196
H  -2.19840  2.05705  8.32324
H  -3.18955  3.29898  7.62865
C  3.47168  -0.41264  6.07112
C  4.70586  -0.69123  6.94147
C  5.46176  0.34684  7.63525
O  5.40934  -0.14445  8.98863
C  4.81297  -1.20434  9.12563
O  4.64182  -1.81121  10.11430
O  4.18755  -1.54442  7.94071
H  3.66605  0.22674  5.21002
H  2.63373  0.00403  6.62999
H  3.16295  -1.40350  5.73794
H  5.45698  -1.34084  6.49210
H  4.84830  1.22708  7.44305
H  6.50551  0.49299  7.35713

2S+1 ... 1
Gap between HOMO and LUMO ... 10.282 eV
Calculated total energy ... -3699.24897 hartree
Total charge ... 0

Here are the Löwdin charges for atoms 1 to 6, given in e: atom 1 (C): -0.061, atom 2 (C): -0.078, atom 3 (O): 0.112, atom 4 (C): -0.697, atom 5 (O): 0.111, atom 6 (O): 0.082

***

Entry 2:
Here is 9 unconnected molecules or ions with the total composition C37H55BCl4F7NO6 at a distorted geometry from the OMol25 dataset. Energies are from ωB97M-V with the def2-TZVPD basis set.

Cartesian coordinates (Å):
C  27.47624  -3.56005  12.68611
C  26.39806  -2.78024  13.50329
C  25.56071  -3.67386  14.32787
N  24.53094  -3.06422  15.27233
C  25.10120  -2.26703  16.41596
C  24.01606  -1.62826  17.32446
C  23.11672  -0.71836  16.46992
C  22.49853  -1.48272  15.29759
C  23.58068  -2.16075  14.45832
C  23.69600  -4.25843  15.85471
H  27.17404  -4.22511  11.87712
H  28.13981  -4.12686  13.33919
H  28.10141  -2.90921  12.07482
H  25.68037  -2.32515  12.82071
H  26.78374  -2.03871  14.20293
H  26.16356  -4.23380  15.04281
H  25.03640  -4.27680  13.58648
H  25.74599  -1.41738  16.19136
H  25.71703  -2.97786  16.96692
H  24.54972  -0.99081  18.02942
H  23.44367  -2.32801  17.93340
H  23.75840  0.11271  16.17722
H  22.36917  -0.30762  17.14857
H  22.02660  -0.70523  14.69686
H  21.76750  -2.25171  15.54730
H  24.26964  -1.39311  14.10597
H  23.24128  -2.79694  13.64090
H  22.97091  -4.61082  15.12111
H  23.04479  -3.99032  16.68667
H  24.37534  -5.10007  15.98976
B  29.67268  -2.09643  23.04631
F  29.05538  -1.57917  24.13608
F  29.77774  -3.46193  23.17509
F  28.95118  -1.65187  21.91630
F  30.86979  -1.53881  23.04667
C  21.73274  -2.26912  25.65422
Cl  21.28702  -3.95525  25.92558
Cl  20.40568  -1.48767  24.85131
H  21.74978  -1.80589  26.64074
H  22.62102  -2.13321  25.03730
C  25.29469  -13.51472  17.06830
Cl  24.57655  -12.16750  16.13992
Cl  26.43992  -14.59415  16.13073
H  25.87573  -13.13782  17.90999
H  24.51373  -14.16224  17.46694
C  27.76298  5.55218  21.01339
C  28.51308  4.79471  22.06322
O  28.79270  5.73068  23.02674
C  29.68458  5.35933  24.10523
O  29.96271  4.14771  24.26339
O  29.92949  6.35933  24.98739
C  29.61205  7.70042  24.71045
H  27.49816  4.85986  20.21423
H  28.51610  6.23370  20.61785
H  26.82840  6.01932  21.32393
H  29.35442  4.25281  21.63125
H  27.81708  4.08540  22.51106
H  29.69173  8.22574  25.66218
H  28.57061  7.88916  24.44991
H  30.22668  8.23788  23.98832
C  34.13961  -4.94763  7.21824
C  34.19165  -6.33865  7.65491
O  35.32690  -6.58501  8.42408
C  35.38922  -6.18889  9.67137
O  34.51499  -5.65090  10.36227
O  36.59833  -6.52018  10.21901
C  37.02162  -5.93636  11.45396
H  33.34090  -4.89771  6.47819
H  35.02804  -4.46668  6.80900
H  33.75653  -4.30044  8.00723
H  34.44042  -6.82000  6.70913
H  33.23284  -6.71369  8.01285
H  37.36970  -4.91051  11.33325
H  37.84103  -6.56388  11.80450
H  36.24759  -5.92558  12.22133
F  16.49360  3.20203  18.43825
C  17.28712  4.07180  17.80967
C  17.03168  4.32484  16.44584
C  17.79882  5.25362  15.83438
C  18.83601  5.86038  16.52375
C  19.04608  5.59132  17.90226
C  18.27056  4.68470  18.52654
H  16.25083  3.86900  15.85518
H  17.68670  5.40298  14.77065
H  19.45951  6.55597  15.98172
H  19.83378  6.12521  18.41303
H  18.47645  4.46749  19.56424
F  17.51164  -7.75095  19.36473
C  16.42545  -6.91894  19.27881
C  16.60347  -5.55975  19.17615
C  15.45321  -4.77239  19.02714
C  14.18337  -5.39151  19.09131
C  14.03197  -6.76201  19.32710
C  15.17612  -7.54442  19.39964
H  17.56088  -5.08489  19.02038
H  15.60567  -3.70355  19.05450
H  13.25236  -4.84645  19.14158
H  13.04494  -7.16473  19.50024
H  15.15094  -8.62041  19.31006
F  18.49893  -7.17058  12.14077
C  17.58996  -8.01995  12.68162
C  16.29692  -7.56832  13.07924
C  15.39785  -8.41745  13.73430
C  15.79924  -9.68102  14.05133
C  17.04138  -10.13157  13.62043
C  17.95337  -9.33967  12.96416
H  16.01003  -6.53022  12.99914
H  14.43376  -8.08127  14.08631
H  15.14561  -10.36678  14.56990
H  17.32742  -11.15171  13.82988
H  18.94615  -9.71401  12.76255

2S+1 ... 1
Gap between HOMO and LUMO ... 7.427 eV
Calculated total energy ... -4513.74035 hartree
Total charge ... 0

Here are the Löwdin charges for atoms 1 to 6, given in e: atom 1 (C): -0.065, atom 2 (C): -0.225, atom 3 (C): -0.170, atom 4 (N): -0.234, atom 5 (C): -0.101, atom 6 (C): -0.157